# 1
75
Properties=species:S:1:pos:R:3:forces:R:3 method="wB97M-V/def2-TZVPD" gap_ev=6.757 homo_energy_ha=-0.239 e_above_lowest_kcal_mol=0.00 total_energy_ha=-4690.0358
Ba 0.629 1.881 -0.158 -0.50 -0.05 0.01
N 4.901 1.940 1.617 0.00 -0.01 -0.03
C 3.607 2.145 1.320 -0.06 0.01 0.09
O 3.184 1.879 0.184 0.42 -0.03 -0.07
C 2.709 2.695 2.396 0.11 0.12 0.04
C 1.403 1.896 2.507 0.03 -0.09 0.08
H 5.513 1.581 0.904 0.02 0.00 0.03
H 5.254 2.133 2.536 0.01 0.00 -0.01
H 2.493 3.721 2.068 -0.05 -0.01 0.00
H 3.298 2.808 3.321 -0.01 -0.04 0.00
H 0.725 2.458 3.162 -0.03 0.01 -0.04
H 1.614 0.959 3.042 0.02 0.01 -0.01
S -4.038 4.457 -0.467 -0.04 -0.02 0.00
C -4.488 2.806 -0.200 0.04 0.00 0.02
C -5.750 2.225 -0.129 -0.01 0.03 0.01
C -5.834 0.867 0.112 0.00 -0.02 0.00
C -4.680 0.096 0.287 -0.01 0.02 0.00
C -3.428 0.674 0.217 0.01 0.01 0.00
C -3.327 2.042 -0.036 -0.02 -0.02 -0.02
N -2.141 2.746 -0.137 0.11 0.01 0.02
C -2.343 4.015 -0.346 0.03 -0.04 -0.01
C -1.281 5.026 -0.483 -0.02 0.03 -0.01
C -1.656 6.375 -0.530 0.04 0.04 -0.01
C -0.689 7.355 -0.653 -0.01 -0.01 0.00
C 0.646 6.976 -0.726 0.01 -0.01 0.00
C 0.990 5.631 -0.674 0.00 0.02 -0.01
C 0.059 4.587 -0.552 -0.05 0.04 -0.04
H -6.645 2.819 -0.253 -0.01 0.01 -0.01
H -6.806 0.396 0.172 -0.01 -0.01 0.00
H -4.772 -0.964 0.483 0.01 -0.02 0.00
H -2.527 0.089 0.360 0.00 -0.02 0.00
H -2.696 6.677 -0.460 0.00 -0.03 0.00
H -0.972 8.400 -0.686 0.00 0.01 0.00
H 1.416 7.734 -0.823 0.00 0.01 0.00
H 2.052 5.393 -0.733 0.01 -0.01 0.00
C 2.381 -4.167 -2.177 0.06 0.05 -0.02
Si 1.824 -2.377 -2.162 0.01 -0.05 0.03
C 0.895 -2.004 -3.747 0.00 -0.02 0.01
C 3.355 -1.299 -2.048 -0.01 -0.05 -0.01
As 0.403 -1.757 -0.397 -0.10 0.19 0.07
Si 1.406 -2.479 1.619 -0.04 -0.05 -0.06
C 0.294 -1.918 3.014 0.05 0.03 0.00
C 1.678 -4.332 1.712 0.01 0.02 0.03
C 3.050 -1.601 1.758 -0.02 0.01 -0.01
Si -1.563 -3.026 -0.668 0.09 -0.11 -0.08
C -2.614 -2.226 -1.995 0.03 -0.02 0.00
C -2.525 -3.076 0.940 0.02 -0.03 0.01
C -1.195 -4.788 -1.200 -0.09 -0.01 0.01
H 3.060 -4.313 -3.022 0.01 -0.01 -0.01
H 1.557 -4.868 -2.288 -0.08 -0.02 0.01
H 2.926 -4.429 -1.269 0.00 0.02 0.02
H 1.554 -2.127 -4.610 0.02 -0.01 0.00
H 0.511 -0.983 -3.762 0.00 0.01 0.01
H 0.050 -2.681 -3.879 -0.02 -0.01 0.01
H 3.915 -1.368 -2.984 0.01 0.01 -0.02
H 4.014 -1.641 -1.248 -0.02 0.03 0.00
H 3.132 -0.247 -1.864 0.00 0.01 0.01
H -0.623 -2.501 3.086 -0.04 -0.02 -0.04
H 0.035 -0.863 2.907 0.01 0.00 -0.01
H 0.831 -2.027 3.960 0.01 -0.01 0.02
H 0.770 -4.906 1.522 -0.04 0.02 -0.01
H 2.025 -4.588 2.718 0.01 -0.01 0.01
H 2.443 -4.662 1.008 -0.02 0.00 -0.03
H 2.891 -0.522 1.727 0.03 0.03 -0.01
H 3.752 -1.872 0.968 -0.03 -0.02 0.01
H 3.510 -1.847 2.719 0.01 0.00 0.01
H -2.786 -1.163 -1.825 0.01 0.02 0.04
H -3.589 -2.720 -2.014 -0.02 -0.01 -0.02
H -2.167 -2.343 -2.983 0.03 0.01 -0.01
H -2.609 -2.112 1.441 0.02 0.04 -0.03
H -2.083 -3.783 1.644 0.04 0.00 0.02
H -3.535 -3.430 0.716 -0.02 -0.01 0.02
H -0.856 -4.818 -2.237 0.05 0.01 -0.04
H -2.102 -5.396 -1.139 -0.02 0.01 0.00
H -0.432 -5.261 -0.581 0.02 0.01 0.03

---

# 2
104
Properties=species:S:1:pos:R:3:forces:R:3 method="wB97M-V/def2-TZVPD" gap_ev="8.880 / 1.536" total_charge=+1 homo_energy_ha="-0.427 / -0.427" s_squared=0.756 e_above_lowest_kcal_mol=108.14 total_energy_ha=-3053.3974 multiplicity=2
C -2.674 6.713 -0.211 1.15 -0.14 -0.97
C -2.118 7.651 0.899 -0.57 0.64 -2.20
C -0.729 7.364 1.286 0.18 -0.97 0.30
O -0.118 8.578 1.246 2.52 1.44 1.37
C -0.809 9.560 0.753 1.89 4.14 -2.20
O -0.425 10.690 0.464 -2.07 -3.92 1.30
O -2.045 9.000 0.391 -1.43 -1.20 0.83
H -1.987 6.819 -1.051 -0.24 1.10 -0.57
H -3.703 6.789 -0.560 0.17 -0.02 0.66
H -2.258 5.720 -0.040 -0.99 -0.62 1.20
H -2.732 7.586 1.798 -1.07 0.31 0.49
H -0.248 6.803 0.485 0.07 -0.84 0.14
H -0.626 6.926 2.279 0.20 -0.30 -0.17
C -1.551 2.649 3.724 -0.94 1.21 0.26
C -2.458 3.594 4.550 -0.24 -2.44 0.38
C -1.941 4.987 4.819 0.92 -2.61 0.89
O -2.879 5.826 4.274 -2.42 1.26 -0.87
C -3.988 5.087 3.837 -1.25 0.03 -4.47
O -4.919 5.480 3.102 2.96 0.07 3.25
O -3.730 3.780 3.914 -0.01 0.91 0.42
H -1.872 1.610 3.791 0.16 0.12 0.09
H -0.516 2.790 4.036 -0.07 -0.34 0.12
H -1.654 2.993 2.695 0.17 -0.15 -0.26
H -2.737 3.175 5.516 0.35 -0.52 -0.08
H -0.947 4.989 4.372 0.04 1.07 0.03
H -1.931 4.933 5.908 0.50 1.48 0.04
C 4.354 3.933 2.249 0.80 2.31 -0.63
C 3.093 3.240 1.840 0.89 -0.46 1.10
C 3.339 1.762 1.495 0.64 1.03 -1.63
O 2.450 1.071 2.310 -1.01 -0.68 0.52
C 1.984 1.923 3.262 -0.39 -2.73 2.85
O 1.477 1.638 4.329 -0.03 -0.69 -1.69
O 2.291 3.129 3.006 -0.01 3.14 -0.72
H 5.224 3.627 1.668 -0.06 -0.08 0.01
H 4.644 4.067 3.291 -0.40 -1.22 0.25
H 4.179 4.986 2.029 0.35 0.30 -0.41
H 2.527 3.869 1.153 0.08 -0.58 -0.46
H 4.364 1.419 1.633 0.07 0.20 0.76
H 3.240 1.649 0.415 -0.95 -0.58 0.00
C -0.040 -0.692 0.793 0.34 -1.27 0.43
C -0.227 -0.041 -0.561 -1.18 0.51 1.48
C -1.748 0.114 -0.995 2.36 -2.47 -0.48
O -2.112 1.489 -0.850 2.41 0.08 0.52
C -0.957 2.146 -0.456 0.58 2.92 3.62
O -0.972 3.320 0.099 0.12 -5.15 -3.36
O 0.198 1.334 -0.438 -2.56 2.22 -0.96
H -0.293 -0.233 1.749 -0.52 0.84 -0.45
H 0.997 -0.994 0.942 0.02 0.05 -0.25
H -0.606 -1.623 0.759 0.02 -0.25 0.00
H 0.388 -0.651 -1.223 -0.19 0.73 -0.51
H -2.241 -0.678 -0.431 -0.95 1.06 0.70
H -1.785 -0.332 -1.988 -0.46 1.11 -0.61
C 2.559 -4.864 -5.084 -0.08 -0.81 2.20
C 1.503 -3.820 -4.776 0.72 -0.92 -3.62
C 0.118 -4.306 -5.001 -2.08 0.05 -0.41
O -0.561 -4.034 -3.779 0.61 0.48 1.96
C 0.325 -3.348 -2.950 -2.55 0.91 1.45
O 0.100 -2.748 -1.915 -0.75 -1.53 -1.42
O 1.507 -3.312 -3.463 2.75 0.21 -1.81
H 2.778 -5.184 -6.102 -0.59 0.60 -0.13
H 2.116 -5.703 -4.547 0.91 -0.78 0.03
H 3.500 -4.572 -4.618 0.04 -0.13 0.02
H 1.554 -3.219 -5.684 0.83 2.17 1.12
H -0.011 -5.318 -5.384 0.14 -0.34 0.73
H -0.392 -3.685 -5.737 0.00 0.05 -0.14
C -4.014 -0.788 -4.623 2.39 -1.17 0.20
C -5.266 -1.168 -5.372 0.96 1.89 1.19
C -5.404 -2.302 -6.380 1.95 -0.22 1.73
O -6.425 -3.104 -5.778 -1.19 -0.37 -0.58
C -6.908 -2.578 -4.611 -3.65 0.31 0.54
O -7.932 -2.947 -3.986 4.73 1.01 -2.41
O -6.219 -1.436 -4.376 -1.40 -0.45 0.85
H -3.681 -1.489 -3.858 -0.24 -0.59 -0.12
H -3.955 0.154 -4.078 -1.00 0.30 -0.40
H -3.188 -0.735 -5.332 0.18 0.03 -0.20
H -5.402 -0.187 -5.827 -1.42 -0.15 -0.50
H -4.549 -2.977 -6.412 0.31 0.19 0.07
H -5.413 -1.810 -7.352 -1.60 -0.78 -0.36
C -0.253 -5.184 1.120 -0.47 0.30 0.46
C 0.235 -6.060 2.305 -1.31 0.74 -3.28
C 0.488 -5.349 3.561 1.42 1.40 0.10
O -0.172 -6.082 4.565 0.63 0.72 1.70
C -0.815 -7.087 4.043 -1.70 -4.48 -0.58
O -1.374 -8.050 4.576 1.41 3.32 -0.77
O -0.710 -7.033 2.684 -0.29 -0.63 -0.33
H 0.407 -4.331 0.957 0.50 -0.17 0.07
H -1.217 -4.701 1.278 -0.29 -0.34 0.23
H -0.293 -5.752 0.191 -0.03 -0.09 0.12
H 1.121 -6.466 1.815 0.24 -0.91 0.86
H 0.156 -4.311 3.575 -0.11 -0.08 0.06
H 1.576 -5.383 3.599 0.04 0.29 1.32
C 6.804 -2.840 1.289 -1.15 1.14 -1.01
C 5.893 -2.716 -0.008 2.92 -2.54 0.84
C 5.355 -4.056 -0.593 -1.03 1.77 0.70
O 3.947 -3.909 -0.238 -0.23 -0.69 0.01
C 3.714 -2.770 0.417 -0.96 1.39 1.00
O 2.715 -2.433 1.013 1.08 -1.10 -1.17
O 4.791 -1.929 0.364 -0.20 -0.72 -0.73
H 7.710 -3.445 1.314 -0.14 0.02 -0.68
H 6.210 -3.090 2.168 -0.16 0.00 -0.11
H 7.034 -1.775 1.311 0.67 -0.06 0.96
H 6.528 -2.343 -0.811 -0.35 0.99 0.20
H 5.747 -4.974 -0.154 -0.04 0.20 -0.03
H 5.484 -4.007 -1.675 -0.37 -0.49 0.03